Molecular formula: C4H9NO2
Method: DFT, ωB97M-V with the def2-TZVPD basis set

XYZ file:
```
16
Properties=species:S:1:pos:R:3:forces:R:3:lowdin_charge:R:1
C -0.591780 0.227198 -0.448565 0.1 -0.5 -0.1 -0.404
O 2.304502 -1.766295 0.532870 0.5 0.5 0.2 0.013
H 3.257889 0.488643 0.451435 -0.1 0.2 0.1 0.114
C 1.666173 -0.718826 0.481518 0.5 -0.2 0.2 -0.564
C 0.176624 -0.889964 0.315060 0.1 0.1 0.2 -0.058
H -2.611320 0.810769 -1.041435 0.2 -0.2 0.1 0.079
H -0.313813 -1.031063 1.285480 0.2 0.2 0.1 0.131
H -0.761033 2.178650 -0.243152 0.1 -0.3 0.2 0.102
N 2.251289 0.491748 0.474840 0.1 0.0 0.0 0.179
H -2.323881 -0.938337 -1.036954 0.0 0.1 0.1 0.085
O -0.340070 1.463383 0.258337 -0.1 -0.1 -0.2 -0.072
H -0.200129 0.336095 -1.470565 0.0 -0.2 0.2 0.142
C -2.098941 -0.005626 -0.511319 0.0 -0.1 0.0 -0.058
H -2.519036 -0.054583 0.499478 0.1 -0.1 -0.1 0.085
H 0.404710 -1.926060 -0.037872 -2.0 0.6 -0.8 0.139
H 1.698812 1.334263 0.490841 0.1 -0.1 0.0 0.086
```
Forces are in eV/Å.

For the maximum force, the calculation gives 0.0433 Eh/bohr. As for the SMILES: C[C@@H](O)CC(N)=O. The value obtained for the energy above the lowest of the compared OMol25 structures with the same formula, charge and spin is 21.2 kcal/mol. As for the LUMO energy: 0.6523 eV.

Molecular formula: C11H23P2Yb
Method: DFT, ωB97M-V with the def2-TZVPD basis set

XYZ file:
```
37
Properties=species:S:1:pos:R:3:forces:R:3:lowdin_charge:R:1
C 0.788756 2.783083 -0.786393 0.1 0.2 -0.1 -0.443
H 4.210549 3.311006 1.048543 -0.1 -0.2 -0.1 0.063
C 1.452330 -1.881150 1.682822 0.0 0.8 -0.5 -0.226
H 1.512083 4.799818 -1.296092 0.0 -0.3 -0.1 0.064
C 1.225107 -2.207824 -0.594589 -0.2 0.8 0.8 -0.200
C 2.163834 -1.961229 0.457044 -0.6 -0.7 0.1 -0.217
C 1.745480 4.547919 1.323524 -0.3 0.4 -0.3 -0.441
H 2.642843 3.500736 -1.733418 -0.4 0.1 0.1 0.062
H 2.353703 5.842669 2.936609 0.0 -0.2 0.0 0.075
H 2.744487 1.611181 2.267481 0.0 0.0 -0.3 0.080
P 1.126022 2.857320 1.031013 1.4 -0.1 -0.3 0.794
H 3.246323 -1.927896 0.348731 -0.2 -0.2 0.0 0.065
H -4.427237 0.654950 -0.354210 0.6 0.3 0.0 -0.122
H 0.979148 1.751171 -1.115093 -0.1 0.1 0.1 0.085
C 1.580144 3.764400 -1.653649 0.0 0.2 -0.6 -0.147
C 3.915917 2.354851 0.599659 0.4 -0.1 0.0 -0.140
H -1.020077 -2.230461 -0.573598 0.2 -0.1 0.1 0.047
H 1.173262 3.756704 -2.674179 0.1 0.0 0.2 0.077
H 0.943116 5.233696 1.004460 0.2 -0.1 0.1 0.084
H 4.732285 1.647882 0.796049 -0.2 0.1 -0.1 0.081
H -3.592999 2.163295 -1.631829 0.3 -0.4 0.6 -0.124
Yb -1.293138 1.645469 1.363355 0.0 -0.8 1.1 0.582
C 2.084241 4.791189 2.788934 0.0 0.2 0.2 -0.157
H 1.474123 -2.406117 -1.633649 -0.1 0.1 0.2 0.060
H 1.226637 4.581587 3.437240 0.1 0.0 -0.1 0.068
H -0.291236 2.974801 -0.924243 0.2 0.0 -0.1 0.021
P -3.130057 1.196384 -0.668166 -1.4 -0.7 -1.8 0.556
H -2.800046 0.183316 -1.638957 -0.1 0.4 0.4 -0.117
H 3.862906 2.485413 -0.486177 0.0 0.0 0.2 0.057
H 1.885153 -1.764670 2.677724 -0.1 0.0 -0.3 0.065
C 2.626741 1.799755 1.188451 -0.2 0.0 0.3 -0.399
H 2.605113 4.738041 0.665304 -0.2 0.0 0.2 0.071
H 2.927920 4.181785 3.127737 -0.1 0.0 -0.1 0.069
H 2.383365 0.826482 0.735778 -0.1 0.1 0.2 0.060
H -0.762682 -1.841697 2.097766 0.3 -0.3 -0.1 0.036
C 0.063497 -1.900443 1.384894 -0.1 0.2 -0.6 -0.257
C -0.080251 -2.114820 -0.035161 0.6 0.3 0.3 -0.231
```
Forces are in eV/Å.

For the maximum force, the calculation gives 0.0468 Eh/bohr. Its expectation value of S² is 0.75. The spin multiplicity is 2. The value obtained for the energy above the lowest of the compared OMol25 structures with the same formula, charge and spin is 18.9 kcal/mol. As for the LUMO energy (alpha / beta): -0.1480 / -0.4810 eV.